[1]
53
Properties=species:S:1:pos:R:3:nbo_charge:R:1 method="wB97M-V/def2-TZVPD" de_lowest_kj_mol=468.7
S 3.8293 -1.6095 -0.4363 0.0399
S 2.9025 -0.3703 -1.6771 -0.1596
O -2.0960 3.7309 0.0630 -0.9508
O -2.2900 1.8466 4.3403 -0.9614
O -1.5088 -1.3151 -0.1016 -1.0136
O -4.0413 -0.7456 -1.6257 -0.9733
O 1.0821 2.9235 -2.1742 -0.9714
O -2.4443 0.8002 0.7731 -0.9516
O -4.9933 2.7842 0.8589 -0.9405
O 0.5967 -0.2831 -4.2093 -0.9496
O -4.1175 1.1787 -2.9508 -0.9592
O -1.0501 -3.4499 -3.8730 -0.9362
O -1.0589 -2.4812 2.0427 -0.9835
N 1.0054 -1.6511 3.1983 -0.8723
N 1.8826 0.7689 1.3773 -0.6580
C 4.0783 -0.6014 1.2451 -0.4642
C 2.7538 -0.2850 1.9501 -0.0378
C 1.1518 1.5529 2.4876 -0.4374
C 1.9610 -1.8016 2.0847 -0.2637
H -1.6266 2.3057 4.8013 0.4740
H -4.5951 0.2709 -2.9359 0.4940
H 0.7552 -0.3832 -3.2233 0.4853
H 0.9816 -2.4761 3.8002 0.3629
H 0.1453 1.1668 2.7535 0.1993
H -1.3159 -1.9110 0.6630 0.4909
H -4.3523 2.9200 1.5420 0.4654
H 4.6561 -1.2413 1.8611 0.2177
H -3.2805 -0.7544 -1.0007 0.4828
H -1.5653 -1.9173 2.5665 0.5286
H 2.8648 -2.4649 2.3206 0.1847
H 1.3571 2.6446 -1.2741 0.4848
H -1.3686 -2.6961 -4.3893 0.4711
H 1.3290 -0.1835 -4.6796 0.4644
H 1.2601 -0.9131 3.7783 0.3642
H 4.5538 0.3344 1.0950 0.2253
H -4.1789 -1.6963 -1.9453 0.4876
H -2.5199 3.6716 -0.7648 0.4732
H -0.1463 -3.1800 -3.8788 0.4654
H 2.9596 0.0369 2.9457 0.1866
H 0.4224 3.6256 -2.2075 0.4872
H 1.7254 1.5614 3.4024 0.1908
H -3.2345 0.9767 -2.7201 0.4553
H 1.4793 -2.0004 1.0640 0.1903
H 1.1068 0.3746 0.7130 0.3695
H -1.7045 2.8719 0.2626 0.4740
H -1.4493 0.7173 0.6246 0.4792
H -1.3532 -1.9817 -0.6857 0.4614
H -2.8802 0.3086 0.0595 0.4729
H -0.1453 -2.7714 2.0115 0.5308
H 0.9514 2.6401 2.1744 0.2052
H -4.5088 2.3972 0.1042 0.4756
H -2.5786 2.2232 3.4943 0.4894
H 4.0311 0.2733 -2.3007 0.1541

[2]
19
Properties=species:S:1:pos:R:3:nbo_charge:R:1 method="wB97M-V/def2-TZVPD" de_lowest_kj_mol=45.5
C 0.8888 0.8045 1.3797 -0.3981
C -0.7031 -1.6082 -1.2373 -0.6164
C 1.8336 1.8554 0.7418 -0.6203
C -1.4058 -2.2346 -2.4581 -0.6034
C -0.4258 1.4203 1.9114 -0.5999
H 0.6289 0.0640 0.6279 0.2015
H 1.3487 0.3753 2.2674 0.1941
H -2.1070 -3.0132 -2.1568 0.2001
H 2.0695 1.5430 -0.2722 0.2098
H -0.7057 -2.7535 -3.0916 0.2016
H -1.4377 -1.4745 -0.4533 0.2097
H -0.2649 2.3492 2.4662 0.1986
H -1.9424 -1.4692 -2.9992 0.2016
H 2.7889 1.9031 1.2732 0.2058
H -0.1720 -0.7036 -1.5366 0.2015
H -1.0851 1.6141 1.0616 0.1987
H 0.1621 -2.2242 -0.9788 0.2051
H -0.9084 0.6981 2.5556 0.2042
H 1.4374 2.8540 0.8991 0.2059

[3]
17
Properties=species:S:1:pos:R:3:nbo_charge:R:1 method="wB97M-V/def2-TZVPD" de_lowest_kj_mol=46.2
O -0.8539 1.8440 -1.5815 -0.5201
C 0.1185 -0.1948 0.5508 0.0015
C 0.9997 -0.7019 -0.3155 -0.1638
C -1.1566 1.6166 -0.4351 0.4550
C 0.7633 -1.0868 -1.7468 -0.6456
C -1.2829 0.2151 0.1325 -0.5478
C 0.4864 0.0829 1.9875 -0.6337
H 1.5699 0.1638 2.1153 0.2201
H -0.2966 -1.1017 -2.0120 0.2123
H 2.0130 -0.8723 0.0509 0.1943
H 1.1781 -2.0841 -1.9342 0.2140
H -1.3010 2.4489 0.2874 0.1054
H -1.6886 -0.4352 -0.6472 0.2368
H 0.0303 1.0106 2.3537 0.2063
H -1.9663 0.2110 0.9896 0.2183
H 1.2567 -0.3916 -2.4358 0.2292
H 0.1298 -0.7246 2.6404 0.2178

[4]
81
Properties=species:S:1:pos:R:3:lowdin_charge:R:1 method="wB97M-V/def2-TZVPD" spin_multiplicity=4
Cr -1.0106 1.5815 1.9253 0.3572
Cl -1.9210 -0.2151 1.3062 0.3178
Cl -2.6833 2.7739 0.8590 0.0671
Cl 0.5875 1.5591 -1.0873 0.4481
Si -0.0471 2.0622 -2.9743 0.1592
O 2.3626 -0.0780 0.5344 -0.0785
O 0.2296 3.1689 2.1320 -0.1452
O -0.2677 -1.0193 -2.3564 -0.2901
N 3.4212 -1.2124 -1.1755 -0.1779
N 0.2430 0.3845 3.1876 -0.0190
N 0.9625 -1.3158 4.3894 0.1509
N 0.1751 5.4075 2.5276 -0.1653
C 0.5375 -4.1073 0.7064 -0.0991
C -0.4144 0.4367 4.4046 -0.2620
C -0.7513 -1.0978 6.2333 0.0017
C -0.9367 3.7305 -2.7035 -0.2374
C -0.9599 -2.8308 -0.7165 -0.1559
C 3.0424 -1.0196 0.1235 -0.3218
C -0.6631 -4.8657 -4.6768 -0.1289
C 0.2809 -3.3901 -0.4779 -0.0689
C -1.5451 1.1962 4.7118 -0.0403
C -1.8965 -0.3481 6.5687 -0.0643
C -1.2366 -2.8371 -3.3608 -0.2344
C -1.2134 0.9332 -3.8560 -0.2277
C -2.2819 0.7824 5.8245 -0.0634
C -1.7205 -3.7099 1.4270 -0.1294
C 1.3402 2.6966 -4.1086 -0.1973
C -0.3717 4.2777 2.1088 -0.3084
C 3.7034 -2.5654 -1.6243 -0.0586
C -2.0043 -3.1442 0.1723 -0.1078
C 1.5147 5.4289 3.0975 -0.0044
C -0.6505 6.5920 2.6498 -0.0222
C 1.0675 -0.6647 3.2002 -0.0580
C 0.0160 -0.6507 5.1726 -0.1817
C -1.9532 -2.2332 -4.5127 -0.0595
C -1.1470 -1.9894 -2.0710 -0.4733
C -0.6072 -4.0225 -3.4527 -0.1415
C 3.1173 -0.2271 -2.2069 -0.0761
C -0.4380 -4.1979 1.7007 -0.1352
H -0.2135 -4.6575 2.6697 0.0873
H 1.0402 -3.2441 -1.2525 0.0795
H -1.7453 1.4484 -4.6699 0.0473
H 1.5147 -4.5825 0.8314 0.0914
H -2.1418 -1.1693 -4.3729 0.0395
H 2.2483 2.0870 -4.0624 0.0099
H -2.9185 -2.7284 -4.6889 0.0878
H -0.1237 7.4539 2.2401 0.0981
H 2.0905 6.2066 2.5842 0.1019
H -1.4175 4.0379 -3.6439 0.0292
H -2.5111 -3.7734 2.1838 0.0958
H 4.1497 -3.1127 -0.7817 0.0859
H -1.5728 6.4140 2.0867 0.1012
H -2.5221 -0.6292 7.4200 0.1088
H -1.7104 -5.1272 -4.8629 0.0717
H -0.2490 -4.3676 -5.5684 0.0703
H -1.6919 3.6569 -1.9146 -0.0123
H 3.2782 0.7819 -1.8098 0.0736
H 3.7986 -0.4176 -3.0467 0.0873
H 3.4600 -1.7971 0.8053 0.1321
H -1.8233 2.0444 4.0529 0.0924
H 1.6049 3.7261 -3.8443 0.0214
H 4.3991 -2.5257 -2.4729 0.0880
H -0.2096 4.4998 -2.4188 0.0145
H 2.0705 -0.3281 -2.5500 0.0612
H 1.4480 -2.1688 4.6452 0.1713
H -0.9019 6.7926 3.7020 0.1034
H -3.1667 1.3529 6.1154 0.1133
H 1.4462 5.6752 4.1657 0.1032
H 0.9751 2.7148 -5.1432 0.0338
H -3.0350 -2.8693 -0.0580 0.1037
H -1.4101 4.3626 1.7390 0.0294
H -0.4437 -2.0114 6.7412 0.1171
H 1.9786 4.4504 2.9486 0.0967
H -0.1257 -5.8044 -4.4954 0.0625
H -1.9327 0.5680 -3.1152 0.0408
H 0.0267 -4.3944 -2.6582 0.0767
H -0.5975 0.1255 -4.2635 0.0281
H -2.1843 -1.6072 -1.9322 0.1154
H 1.8097 -0.9063 2.4530 0.1155
H -1.3530 -2.3577 -5.4201 0.0798
H 2.7822 -3.0882 -1.9397 0.0770

[5]
46
Properties=species:S:1:pos:R:3:nbo_charge:R:1 method="wB97M-V/def2-TZVPD" charge=+2
Ca 10.1218 11.1171 8.7968 1.8110
S 10.6205 8.9175 7.2459 -0.5129
O 11.9683 11.6526 10.0322 -0.8024
O 7.8960 11.2076 9.3667 -0.7558
N 10.5848 6.2803 7.5337 -0.5516
N 10.3359 13.5123 8.7839 -0.6143
N 8.8167 7.3970 8.5373 -0.5923
C 11.5769 6.1814 6.4311 -0.2183
C 6.8588 11.7298 9.7636 0.6851
C 8.2511 6.1364 9.0624 -0.2248
C 6.6577 11.9081 11.2328 -0.7127
C 12.3627 4.9083 6.4740 -0.6230
C 11.2555 13.9947 9.6382 0.1898
C 5.7466 11.9445 8.8391 -0.7639
C 8.8743 5.7625 10.4452 -0.6204
C 11.4047 15.3677 9.7720 -0.2135
C 9.6124 14.3323 8.0398 0.0407
C 9.7611 15.6689 8.1161 -0.2324
C 10.6485 16.2526 8.9813 -0.0990
C 12.0824 12.9778 10.5005 -0.0967
C 9.9871 7.4088 7.8109 0.3948
H 9.1258 16.2664 7.4785 0.2491
H 13.1215 4.9782 7.1558 0.2185
H 11.7713 3.9759 6.6758 0.2153
H 5.7372 12.9272 8.2925 0.2853
H 10.9784 6.2799 5.5092 0.2131
H 6.0855 12.7952 11.3934 0.2547
H 10.2391 5.4706 7.9265 0.4090
H 9.9582 5.6235 10.4079 0.2141
H 7.1798 6.1332 9.1698 0.2327
H 6.1095 11.0074 11.5661 0.2789
H 12.6243 11.1149 10.4241 0.5232
H 8.3649 4.7716 10.7809 0.2404
H 10.7907 17.3014 9.0908 0.2559
H 12.1674 15.5988 10.4787 0.2375
H 13.0819 13.2804 10.5542 0.2171
H 4.8090 12.0302 9.3749 0.2583
H 8.5580 5.4084 8.3577 0.1838
H 5.5937 11.1487 8.0891 0.2695
H 8.8740 13.9440 7.3247 0.2125
H 12.2912 7.0144 6.4763 0.2332
H 11.7011 12.9757 11.4801 0.2008
H 8.2137 8.2377 8.6658 0.4198
H 12.8246 4.7397 5.5365 0.2454
H 7.6991 12.0507 11.6609 0.2330
H 8.5665 6.4847 11.1503 0.2113

[6]
84
Properties=species:S:1:pos:R:3:lowdin_charge:R:1 method="wB97M-V/def2-TZVPD" spin_multiplicity=3 charge=+1
Pr -0.3059 -1.7086 -0.8418 0.8796
Si 1.4682 0.6531 -2.1813 0.4137
Si -3.0442 -2.2147 -2.4679 0.3699
F -1.7065 -5.7431 2.5106 0.0280
F 2.3426 -6.7460 0.3540 0.0364
O 0.3845 2.9329 0.8975 -0.2533
O 2.6760 2.4899 0.2060 -0.1432
N -1.4129 -1.6393 1.4203 0.0092
C -2.1087 3.4586 0.9122 -0.0633
C -2.3358 -3.0882 3.0866 0.0176
C -0.5568 -5.2482 1.9243 -0.1795
C 0.7861 3.5631 3.2688 -0.0544
C -1.4586 -2.8661 2.0262 -0.1904
C 0.3756 -6.2095 1.5719 0.0617
C -2.1329 -2.8031 -4.0185 -0.1725
C 2.8454 3.8925 -0.3435 -0.1353
C 3.9566 1.7703 0.8466 -0.0681
C 0.5014 -3.6615 0.5615 -0.2167
C 3.2978 0.8263 -2.4635 -0.1632
C -3.1812 -0.8479 2.8368 -0.0517
C -0.4928 -3.8891 1.5235 -0.1593
C 0.8293 0.0915 -0.5298 -0.4435
C 3.9442 1.7082 2.3418 -0.0518
C -4.8427 -1.9235 -2.9228 -0.1857
C -2.9409 -3.6285 -1.2092 -0.1717
C -2.3312 -0.6480 -1.7610 -0.3810
C -3.2204 -2.0802 3.4773 -0.0285
C 3.2025 4.8030 0.7945 -0.0422
C 0.2993 2.5143 2.3027 -0.2308
C -2.2579 -0.6485 1.8097 -0.1068
C 1.3937 -5.8140 0.7121 -0.2338
C 0.6751 2.1838 -2.8813 -0.1378
C 0.9330 -0.8375 -3.1812 -0.1982
C -0.6930 3.9507 0.6018 -0.1709
C 1.4971 -4.5241 0.1803 -0.0649
H 1.5069 -0.1518 0.3326 0.0417
H 0.2165 4.5030 3.2102 0.0899
H 0.6732 3.1346 4.2728 0.1003
H 3.7080 1.8218 -2.2958 0.0190
H 2.2859 -4.2249 -0.5163 0.1063
H 0.2827 -7.2365 1.9231 0.1378
H -2.8714 -3.3892 -4.5887 0.0379
H -0.7506 2.2484 2.5035 0.1061
H 3.4904 0.5762 -3.5135 0.0461
H 0.0744 0.7967 -0.0635 0.0351
H -4.9763 -0.8841 -3.2581 0.0324
H -3.3001 -3.3414 -0.2111 0.0437
H 3.9491 0.7758 0.3893 0.1159
H 3.6125 3.7783 -1.1051 0.1262
H -5.1515 -2.5974 -3.7357 0.0268
H -3.9024 -2.2651 4.2906 0.1131
H -0.5890 4.1441 -0.4745 0.1134
H 4.7119 2.4078 0.3889 0.1268
H 4.1355 4.5092 1.2954 0.0918
H -1.9347 -4.0760 -1.0972 0.0247
H 3.9398 2.6908 2.8280 0.0805
H -2.1918 0.3254 1.2880 0.0956
H 1.3475 -1.8111 -2.8276 0.0577
H 4.8869 1.2143 2.5948 0.1051
H 1.8503 3.7929 3.1328 0.0543
H -3.5964 -4.4219 -1.5955 0.0527
H -0.3718 2.0127 -3.1410 0.0395
H 0.9125 1.6019 2.3027 0.1157
H -2.3131 3.5179 1.9987 0.0840
H -2.2158 0.1953 -2.4633 0.0008
H 1.8752 2.7561 0.8251 0.0959
H 1.8532 4.1225 -0.7707 0.1170
H -5.4912 -2.0999 -2.0517 0.0326
H -0.5137 4.8866 1.1761 0.1209
H 1.3731 -0.6200 -4.1639 0.0687
H -0.1673 -0.9113 -3.2891 0.0148
H 1.1693 2.4849 -3.8105 0.0469
H -2.9472 -0.3066 -0.9032 -0.0057
H -2.2980 2.4236 0.5580 0.0792
H -2.3238 -4.0513 3.5667 0.1116
H 3.1345 1.0813 2.7380 0.0917
H -2.8350 4.1316 0.4235 0.0975
H 3.8735 0.1165 -1.8667 0.0354
H 3.3324 5.8004 0.3742 0.1020
H 0.6927 3.0564 -2.2271 0.0035
H 2.3914 4.8631 1.5352 0.0710
H -1.2761 -3.4594 -3.7956 0.0344
H -3.8517 -0.0276 3.0964 0.1095
H -1.7964 -1.9631 -4.6439 0.0351

no.,energy (Eh),F_max (eV Å⁻¹)
1,-1906.132663,7.44
2,-198.871815,1.52
3,-309.824774,0.53
4,-4213.313045,2.33
5,-1938.589457,2.92
6,-2558.796240,4.57